Below is C70H146F3N7O10Y as an isolated structure at a distorted geometry, with properties calculated with the ωB97M-V functional and the def2-TZVPD basis.

```
237
Properties=species:S:1:pos:R:3:forces:R:3:lowdin_spin:R:1
Y 0.1686 -0.9250 3.4407 -3.5381 -1.1369 -2.4134 0.000
C -3.5643 -3.8052 3.7443 0.8474 0.8677 -0.4555 0.000
C -3.0674 -2.5061 4.4558 -0.7215 0.3868 -0.0899 0.000
C -3.3166 -2.6260 5.9765 0.0129 -0.0264 0.7634 0.000
O -1.8140 -2.0158 4.0593 3.1384 0.8847 -0.7337 0.000
H -3.5972 -3.6687 2.6634 0.3388 0.2315 -0.2003 0.000
H -4.6054 -4.0361 3.9703 0.2019 -0.1428 0.6182 0.000
H -2.8633 -4.6191 3.9292 -0.3393 -0.2023 0.2417 0.000
H -3.7794 -1.7348 4.1619 -0.2711 0.1538 -0.2905 0.000
H -2.5508 -2.4913 6.7404 1.0337 -0.1493 -0.6851 0.000
H -3.7299 -3.6058 6.2158 -0.3369 0.1264 0.0138 0.000
H -3.9795 -1.8304 6.3168 -0.6076 -0.2262 -0.2429 0.000
C -0.2114 0.1231 0.2366 0.9475 -2.3674 4.2214 0.000
O -1.3706 -0.5648 0.7848 0.5222 0.0404 -2.9511 0.000
O 0.6768 -0.3871 1.1990 0.8408 0.6735 0.6687 0.000
C 0.2563 -0.0814 -1.2623 -1.0116 -0.1077 1.0922 0.000
F -0.5866 -0.8531 -1.9640 0.1133 -1.0048 -0.0328 0.000
F 0.1713 1.0951 -1.8141 -0.3204 2.2254 -1.0513 0.000
F 1.5173 -0.4420 -1.4798 -0.0809 -1.1324 0.5679 0.000
C -2.6198 -0.1441 0.2870 -1.2398 0.6838 0.9772 0.000
C -3.6319 -1.2415 0.0968 -0.6570 0.1930 -0.2267 0.000
H -3.4794 -1.7989 -0.8274 0.4684 -0.3821 0.2324 0.000
H -3.8241 -1.8775 0.9609 0.3515 -0.1062 -0.0594 0.000
H -4.5730 -0.7372 -0.1226 -0.2445 0.1422 0.1966 0.000
H -2.6752 0.4405 -0.6313 0.9924 0.0512 -0.2194 0.000
H -2.8914 0.5469 1.0850 -1.0136 0.2609 -0.0749 0.000
H -0.3450 1.1980 0.3579 -0.1878 0.2563 -0.2716 0.000
C 1.5494 -5.2709 0.9456 -2.1287 -1.8931 -0.6788 0.000
C 0.2407 -4.6438 1.5239 0.4033 -1.3728 -0.0865 0.000
C -0.8730 -5.7625 1.7521 0.9718 -1.0436 1.3282 0.000
C -0.7323 -6.7948 3.0046 2.2787 1.2330 -2.3229 0.000
C -0.2158 -5.9972 4.1821 -0.7184 0.7260 0.3047 0.000
C 0.9639 -4.9278 3.9742 -0.2413 -1.4691 0.0041 0.000
N 0.7132 -4.0618 2.7895 -3.9768 0.7045 1.5671 0.000
O 1.6187 -3.0337 2.5046 0.1028 0.2858 1.1187 0.000
C 1.0911 -4.0757 5.3287 -0.3900 -1.4442 -1.8287 0.000
C 2.3278 -5.7462 3.7814 -1.3794 0.9703 1.1863 0.000
C -0.4340 -3.6510 0.5284 -0.5846 0.8439 0.8053 0.000
H 1.2070 -5.5971 -0.0365 1.1045 0.6947 -0.7937 0.000
H 1.7074 -6.2586 1.3788 0.0888 0.2224 0.5018 0.000
H 2.4875 -4.7326 1.0809 -0.0445 -0.0374 -0.9163 0.000
H -1.8516 -5.2982 1.8737 0.1321 0.2561 -0.1436 0.000
H -0.8931 -6.3891 0.8604 -0.0822 0.2377 -0.2244 0.000
H 0.0411 -7.5492 2.8603 -0.1409 -0.2846 -0.9159 0.000
H -1.6841 -7.3208 3.0799 0.0486 0.2874 0.5894 0.000
H 0.1796 -6.6468 4.9630 -0.1478 -0.0787 0.0894 0.000
H -1.1957 -5.6410 4.5000 0.6019 1.2897 1.0212 0.000
H 0.1411 -3.6562 5.6598 -0.0254 0.8160 -0.7201 0.000
H 1.2705 -4.7463 6.1691 0.7239 -0.1302 -0.2307 0.000
H 1.9465 -3.4412 5.0972 -0.0931 0.5354 0.7999 0.000
H 2.2508 -6.7433 3.3479 -0.2148 0.3010 -0.2453 0.000
H 2.9672 -5.0783 3.2042 0.5409 -0.4458 0.3387 0.000
H 2.6464 -5.8918 4.8135 0.7330 0.0161 -0.2353 0.000
H 0.1362 -2.8340 0.0864 0.6043 -0.1676 0.3644 0.000
H -1.2566 -3.1588 1.0472 0.1358 0.2690 0.5008 0.000
H -1.0170 -4.0519 -0.3008 0.5711 -0.9769 0.0060 0.000
H 2.1483 -3.4615 1.8278 0.9643 0.8133 -0.4944 0.000
C -4.3372 -6.3376 -6.4178 0.4464 -0.2926 0.3761 0.000
C -3.1975 -6.1371 -5.3121 0.6225 1.4472 -1.2711 0.000
C -2.4102 -4.8415 -5.8130 -0.1145 1.1885 1.4092 0.000
C -1.4938 -4.3045 -4.6740 -1.3388 -0.8017 0.9453 0.000
C -2.4249 -3.9859 -3.4444 0.5016 -1.9335 0.0810 0.000
C -3.1693 -5.2870 -2.8249 -0.5204 1.0886 -0.7792 0.000
N -3.8383 -5.9628 -3.9853 0.7221 2.7926 -0.8880 0.000
O -4.5759 -7.0710 -3.6647 0.1701 -0.6664 0.3561 0.000
C -2.2627 -6.1682 -1.9439 1.8267 -0.4571 -0.8591 0.000
C -4.2431 -4.7778 -1.8638 -0.3436 -0.4100 0.8542 0.000
C -2.0647 -7.2252 -5.3482 -1.1138 -0.3095 -1.1078 0.000
H -3.9941 -6.2928 -7.4514 0.8601 -0.1829 0.0832 0.000
H -5.0840 -5.5440 -6.4433 0.0388 0.1022 0.8176 0.000
H -4.8641 -7.2894 -6.3507 0.0579 0.0141 0.3747 0.000
H -1.8864 -4.9952 -6.7565 0.0864 -0.6766 0.0867 0.000
H -3.0523 -3.9951 -6.0568 -0.6388 -0.1252 0.1354 0.000
H -0.8805 -3.4161 -4.8247 -0.1489 0.3953 -0.6765 0.001
H -0.7792 -5.0669 -4.3641 0.0836 -0.2698 0.0778 0.000
H -3.1942 -3.2618 -3.7131 0.0365 -0.0116 -0.0486 0.000
H -1.7811 -3.5825 -2.6628 -0.2231 0.1655 0.2366 0.000
H -1.4805 -5.6323 -1.4063 -0.2220 0.6388 -0.0620 0.000
H -2.6389 -6.8383 -1.1709 -0.9329 0.1383 -0.3621 0.000
H -1.6450 -6.7853 -2.5965 -0.0205 -0.3083 -0.0508 0.000
H -5.1059 -4.2089 -2.2104 0.3434 0.0706 -0.6408 0.000
H -4.6562 -5.6365 -1.3345 -0.1818 -0.1348 -0.1323 0.000
H -3.7654 -4.2131 -1.0632 0.2000 0.2631 -0.0152 0.000
H -1.2303 -6.8600 -5.9470 0.1495 0.0121 0.2997 0.000
H -2.4752 -8.0178 -5.9738 0.2343 -0.6078 0.4095 0.000
H -1.6930 -7.5952 -4.3926 -0.2410 -0.0072 -0.1241 0.000
H -3.8918 -7.7441 -3.6852 -0.2029 -1.1238 0.3584 0.000
C -1.1172 0.1440 6.2965 -0.6295 1.6735 -0.3970 0.000
C -0.6257 1.6079 5.8884 -0.1020 0.2588 4.9483 0.000
C 0.5124 2.0145 6.9767 -0.3433 1.3584 -0.4040 0.000
C 1.3408 3.2665 6.6007 -0.0520 -0.6993 -1.4211 0.000
C 1.9159 2.9366 5.2242 0.1705 -1.1737 -1.1706 0.000
C 0.8662 2.7516 4.0481 -1.5132 3.2073 3.9376 0.000
N -0.2024 1.7536 4.5294 3.5672 -1.9363 -0.7108 0.000
O -1.2438 1.5007 3.6303 0.3984 0.5308 -0.1130 0.000
C 0.2965 4.2361 3.8869 -1.6306 -1.4972 0.5429 0.000
C 1.4922 2.4449 2.7854 0.5924 -0.9097 -1.0620 0.000
C -1.7917 2.5604 6.3459 -0.9386 0.7047 -2.0617 0.000
H -0.5363 -0.7627 6.1278 0.6528 0.0579 -0.5029 0.000
H -2.0997 0.0096 5.8440 0.0615 -0.3158 -0.0227 0.000
H -1.2543 0.1444 7.3779 -0.0328 0.1532 0.0150 0.000
H 0.0592 2.4722 7.8560 -0.9283 -1.0517 0.1924 0.000
H 1.1162 1.1851 7.3449 0.2009 -0.0853 -0.4696 0.000
H 2.0669 3.4694 7.3879 0.2733 -0.1447 -0.2883 0.000
H 0.7076 4.1522 6.5491 -0.1085 -0.0717 0.1048 0.000
H 2.4147 1.9768 5.3594 0.1772 -0.4039 -0.0857 0.000
H 2.6884 3.5260 4.7302 -0.0075 0.6739 0.5849 0.000
H 1.0533 4.9824 3.6454 -0.0447 -0.2359 0.1649 0.000
H -0.5161 4.2763 3.1616 0.2802 -0.0070 -0.7462 0.000
H -0.2801 4.4701 4.7818 0.5424 0.4717 0.2566 0.000
H 0.7065 2.2584 2.0533 0.3841 -0.2551 -0.3348 0.000
H 2.0681 3.3200 2.4842 0.0208 -0.1421 -0.2009 0.000
H 2.2053 1.6296 2.9079 0.0114 -0.4072 -0.4828 0.000
H -2.3395 2.4314 7.2794 0.7958 -0.6177 0.2583 0.000
H -2.6083 2.5652 5.6240 -0.2584 -0.5724 -0.3851 0.000
H -1.5464 3.6199 6.2728 0.6847 0.0335 0.4118 0.000
H -1.5486 2.4083 3.5604 -1.5762 0.0578 -0.9690 0.000
C -5.7212 2.1443 5.5952 0.2906 -0.5171 -2.2942 0.000
C -6.1050 2.6391 4.0978 -0.1811 1.7090 1.2210 0.000
C -6.9737 3.9498 4.2743 -1.1215 -0.1374 0.6142 0.000
C -7.2320 4.9169 3.0571 1.3884 -1.1343 0.1435 0.000
C -5.8167 5.2759 2.6005 0.7724 0.0180 1.2099 0.000
C -4.8108 4.0956 2.3134 -1.1828 1.7934 -1.6470 0.000
N -4.8739 3.0650 3.3261 -3.2294 2.7244 3.1636 0.000
O -4.0403 2.0579 3.2315 2.7311 -2.3944 -0.9475 0.000
C -5.2740 3.4967 0.9524 1.2270 -0.5348 -0.2577 0.000
C -3.3498 4.7817 2.2305 -0.7772 -1.6805 -0.4427 0.000
C -6.9562 1.5333 3.4435 0.3028 -0.0824 -0.4174 0.000
H -5.3481 2.9162 6.2684 -0.5911 0.0996 -0.0276 0.000
H -4.9246 1.4032 5.5289 0.3518 0.0512 -0.2982 0.000
H -6.5446 1.5067 5.9168 -0.2918 0.7212 0.6050 0.000
H -7.9184 3.6467 4.7257 -0.3490 -0.3844 -0.3594 0.000
H -6.5681 4.4484 5.1546 0.5473 0.6649 -0.4554 0.000
H -7.7565 5.8586 3.2191 -0.0016 -0.1426 0.9371 0.000
H -7.8637 4.4591 2.2959 0.2885 -0.4618 -0.1987 0.000
H -5.3691 5.7889 3.4517 -0.0279 0.0450 0.4805 0.000
H -5.7724 6.0901 1.8771 0.0076 -0.5937 -0.7702 0.000
H -4.4934 2.7944 0.6600 0.0892 -0.3835 -0.2371 0.000
H -6.1958 2.9174 1.0070 -0.0752 0.2470 0.2930 0.000
H -5.3569 4.1628 0.0935 0.0091 0.4420 0.3149 0.000
H -3.3188 5.8535 2.0344 -0.4687 -0.0626 0.1612 0.000
H -2.7516 4.5533 3.1126 -0.3131 0.1507 0.3125 0.000
H -2.8167 4.3083 1.4060 0.1313 -0.0186 -0.1908 0.000
H -7.3161 1.9528 2.5040 -0.1039 -0.5981 -0.1883 0.000
H -7.8029 1.1169 3.9893 -0.3398 1.1026 0.5347 0.000
H -6.4701 0.5627 3.3453 0.8944 0.1445 -0.7388 0.000
H -4.4659 1.4332 2.6397 0.1613 -0.8077 -0.4763 0.000
C 7.4184 3.1132 1.8329 0.3202 -0.0427 0.4011 0.000
C 7.2918 2.4305 0.4635 1.7136 -0.3607 -0.6032 0.000
C 8.3161 1.2396 0.3748 -1.3800 -0.2223 0.6144 0.000
C 8.1055 0.3985 -0.8706 -0.4517 1.1382 0.8178 0.000
C 6.5900 -0.0489 -0.9388 2.3994 -0.7855 -2.5635 0.000
C 5.5453 1.0298 -0.8828 -0.1254 0.2129 0.3009 0.000
N 5.9091 1.8821 0.2722 3.0281 -3.5798 0.7863 0.000
O 5.0443 2.8532 0.4632 -2.2989 2.6477 -0.3328 0.000
C 5.4119 1.7991 -2.3017 0.7883 -0.3770 1.6062 0.000
C 4.1848 0.3964 -0.5947 -1.2722 0.3475 0.2242 0.000
C 7.6418 3.5103 -0.5881 -0.0935 0.2244 -0.7039 0.000
H 7.7159 4.1561 1.7233 -0.7513 0.2441 -0.0539 0.000
H 8.2774 2.7626 2.4050 -0.0723 -0.6746 -0.0361 0.000
H 6.5262 2.9849 2.4458 0.0765 0.2327 -0.0797 0.000
H 9.3515 1.5026 0.5912 -0.0513 0.5232 -0.3972 0.000
H 8.0573 0.5543 1.1820 -0.1217 0.1009 0.4726 0.000
H 8.8715 -0.3765 -0.8460 -0.5650 -0.5402 -0.2212 0.000
H 8.3570 1.0262 -1.7255 -0.1775 -0.1270 -0.3538 0.000
H 6.3830 -0.9941 -0.4368 -0.0736 0.4473 0.6249 0.000
H 6.5937 -0.3115 -1.9967 -0.4904 -0.7338 -0.2795 0.000
H 4.7465 1.3137 -3.0157 -0.0932 -0.1474 0.2825 0.000
H 5.0355 2.8016 -2.0980 -0.0356 0.1283 -0.4053 0.000
H 6.4062 1.8495 -2.7455 -0.1230 0.2453 -0.0969 0.000
H 4.0544 -0.3595 0.1797 1.0041 -0.3220 0.0467 0.000
H 3.4756 1.1273 -0.2062 0.0500 0.5124 -0.3401 0.000
H 3.7022 0.0004 -1.4882 0.3955 -0.0238 -0.0895 0.000
H 7.6829 3.1189 -1.6045 -0.3043 0.0460 -0.0294 0.000
H 8.5716 4.0731 -0.5051 0.4869 -0.6562 0.7187 0.000
H 6.9674 4.3647 -0.5301 -0.6434 -0.1429 -0.2046 0.000
H 5.2272 3.3079 -0.3622 -1.0685 1.7482 -0.0741 0.000
C 1.9700 3.6328 -1.4507 0.9406 2.2343 -1.3995 0.000
C 0.9098 4.7923 -1.3302 0.2605 -1.1042 -0.4687 0.000
C 1.3773 5.7971 -0.2363 -0.9871 1.1282 -1.2961 0.000
C 2.4957 6.7296 -0.7661 0.3365 -0.7347 -0.5428 0.000
C 2.0739 7.5511 -2.0857 0.9559 -1.0327 3.4659 0.000
C 1.5032 6.6569 -3.1647 0.2248 1.9368 0.7598 0.000
N 0.6565 5.5855 -2.6034 -0.3357 1.2855 1.1610 0.000
O 0.2477 4.8230 -3.6885 -0.1187 -1.0850 0.2472 0.000
C 0.7184 7.6264 -4.1003 -0.5674 -1.4749 -0.6283 0.000
C 2.7002 6.1884 -3.9163 1.2213 -1.2561 -1.5158 0.000
C -0.4481 4.1153 -0.9939 -0.5461 1.3218 0.1978 0.000
H 2.8827 4.1234 -1.7887 0.5044 0.2754 0.3141 0.000
H 1.8200 3.0397 -2.3528 -0.6279 -0.8753 0.5973 0.000
H 2.2731 3.1524 -0.5204 -0.6759 -0.4411 -0.1565 0.000
H 0.5819 6.5230 -0.0671 -0.6769 -0.3583 0.2302 0.000
H 1.5156 5.2440 0.6927 0.5528 0.1406 0.0193 0.000
H 3.3478 6.0651 -0.9095 0.3732 0.1543 -0.6637 0.000
H 2.8893 7.4393 -0.0385 -0.4920 0.0419 0.2703 0.000
H 3.0032 8.0411 -2.3762 -0.1359 -0.0406 -0.4736 0.000
H 1.4528 8.3594 -1.6996 -0.5782 -0.1685 -0.3736 0.000
H 0.3150 6.9969 -4.8935 -0.3783 0.0510 -0.0884 0.000
H -0.1135 8.1505 -3.6299 0.1853 -0.0962 0.2161 0.000
H 1.3488 8.3247 -4.6509 0.3063 0.1127 0.5550 0.000
H 2.4971 5.5109 -4.7457 -0.5048 -0.0272 -0.2432 0.000
H 3.2060 7.0243 -4.3998 0.0547 0.0468 0.2176 0.000
H 3.4420 5.6200 -3.3552 0.0320 0.2903 0.5505 0.000
H -0.5307 3.4986 -0.0989 0.7551 0.1688 0.3900 0.000
H -0.9155 3.4860 -1.7512 0.4920 0.3115 -0.4901 0.000
H -1.0848 4.9869 -0.8421 -0.5748 -0.2061 0.0586 0.000
H 1.0256 4.2740 -3.8113 0.0689 -0.5817 -0.8147 0.000
C 4.0592 -2.0962 -6.2031 -0.9649 -0.9215 -0.1615 0.049
C 2.6895 -2.0916 -5.4234 0.3185 -1.4845 1.6683 0.045
C 2.5729 -0.8903 -4.4480 -2.1268 1.8753 -1.8477 0.006
C 2.1057 0.4420 -5.1889 2.8847 -1.7466 2.0720 0.001
C 0.8957 0.1518 -6.0038 0.4504 0.2040 -0.0298 0.011
C 0.9989 -1.0499 -7.0468 -1.1564 2.6327 0.9667 0.047
N 1.5346 -2.2280 -6.3352 -0.0044 1.1915 -1.6137 0.640
O 1.2629 -3.4415 -6.9609 1.0584 1.7485 0.9380 0.092
C -0.5007 -1.2183 -7.5013 1.4348 -1.7195 -1.5158 0.006
C 1.9461 -0.6482 -8.2018 0.5930 -0.1501 -0.9721 0.052
C 2.6018 -3.3228 -4.5192 0.8808 -1.0731 1.0532 0.014
H 4.8168 -2.6721 -5.6716 0.1502 1.0248 1.0548 0.005
H 4.2841 -1.0780 -6.5205 0.4803 -0.3959 0.0921 0.002
H 4.0603 -2.8212 -7.0171 -0.7561 0.5096 -0.8049 0.001
H 1.6493 -0.9164 -3.8697 0.3858 -1.3728 0.6819 0.000
H 3.4466 -0.7713 -3.8074 -0.0112 -0.2348 -0.2588 0.000
H 2.9955 0.8625 -5.6574 -0.3774 0.1723 -0.9031 0.000
H 1.9444 1.1138 -4.3458 -0.5487 0.2904 -0.2175 0.001
H 0.7573 1.1613 -6.3909 -0.8654 -0.4934 -1.3222 0.000
H 0.0180 -0.0630 -5.3942 0.1622 0.0356 0.3311 0.000
H -0.8286 -0.4648 -8.2174 0.2152 0.6368 0.6910 0.000
H -0.4872 -2.0690 -8.1827 -0.2405 -0.4496 0.0820 0.000
H -1.2395 -1.4396 -6.7311 0.3200 0.3696 0.2071 0.000
H 2.1091 -1.4359 -8.9373 -0.9449 -0.0939 -0.2904 0.001
H 1.5898 0.2845 -8.6392 -0.6314 -0.3539 -0.2562 0.007
H 2.9982 -0.3850 -8.0927 -0.0031 -0.0272 1.5024 0.000
H 3.1920 -3.1520 -3.6188 0.9603 0.1621 -0.4035 0.002
H 2.9498 -4.2395 -4.9952 0.0135 0.0386 -0.0076 0.000
H 1.7194 -3.5639 -3.9264 -1.0625 0.4133 -0.9770 -0.001
H 0.5619 -3.7782 -6.3980 -0.7497 -0.8539 0.3119 0.015
```
Forces are in eV/Å.

Values from the calculation:
Multiplicity: 2
Charge: +2
Max |F| (hartree/bohr): 0.103
⟨S²⟩: 0.7544
Electronic energy (eV): -115027.9647
Gap between HOMO and LUMO (spin up / spin down) (eV): 6.3196 / 3.5541
Highest occupied orbital energy (spin up / spin down) (Eh): -0.412 / -0.412

=====

Below is a 2-piece molecular cluster, C3H9N overall at a distorted geometry, with properties calculated with the ωB97M-V functional and the def2-TZVPD basis.

```
13
Properties=species:S:1:pos:R:3:forces:R:3:nbo_charge:R:1
C 0.1775 -3.2341 1.9824 4.3016 0.5557 1.1661 -0.385
C -1.1551 -3.1848 1.9042 -2.8034 -2.1702 -0.3066 -0.441
H 0.9345 -3.0012 1.2267 -0.6264 2.5690 -0.0798 0.191
H 0.9805 -3.4428 2.8805 -2.7423 -1.9551 -1.7129 0.210
H -1.9446 -2.3871 1.7511 1.7382 -0.5719 -1.6644 0.216
H -1.6344 -4.2434 1.7850 0.1323 1.5748 2.5962 0.209
C 0.5797 2.5819 -1.0926 0.8766 -1.0223 -0.7898 -0.412
N 0.2929 3.1075 -2.3829 2.0156 2.8906 -0.8871 -0.841
H 0.1668 1.5375 -1.2182 0.4834 1.0340 1.5016 0.203
H 1.6707 2.5596 -1.0039 0.0489 -0.6411 0.0459 0.179
H 0.3250 3.2457 -0.2804 -1.0880 -0.4089 0.6847 0.172
H -0.5610 2.8622 -2.7489 -2.2567 -0.6167 -0.7261 0.350
H 0.3997 4.1384 -2.4754 -0.0798 -1.2378 0.1721 0.349
```
Forces are in eV/Å.

Values from the calculation:
ΔE to the lowest compared entry with this formula, charge and spin (kcal/mol): 123.6
Multiplicity: 1
Charge: 0
Max |F| (hartree/bohr): 0.087
Structure (SMILES): C=C.CN
Electronic energy (eV): -4741.7495
Gap between HOMO and LUMO (eV): 7.7451
Highest occupied orbital energy (Eh): -0.290

=====

Question: max |F| of number 2 (C3H9N)?
Answer: 0.087 hartree/bohr